A structure of composition C6H7NO6S, computed with ωB97M-V/def2-TZVPD.

Values from the calculation:
* energy relative to the best compared isomer or geometry (same formula, charge and spin): 0.0 kJ/mol
* charge: -2
* LUMO energy: 5.76 eV
* 2S+1: 1

Each line ends with the natural charge from an NBO analysis.
Atoms and positions in Å:
S  1.861356  -1.441870  0.422128  2.21
O  1.388255  -1.122065  1.806905  -1.01
O  -0.802467  -2.683873  -2.073205  -0.74
O  3.108101  -0.766723  -0.063144  -1.02
O  0.237832  2.349835  -0.111547  -0.69
O  -1.706148  -2.003688  -0.207879  -0.78
O  1.976604  -2.877940  0.155354  -1.03
N  -0.586220  0.132928  -0.061515  -0.63
C  0.885266  -0.298719  -2.165826  -0.69
C  -0.853423  -1.948261  -1.111155  0.71
C  -1.165738  2.671078  2.335205  -0.40
C  -0.474386  1.423817  0.340163  0.63
C  -1.450792  1.723177  1.467443  -0.22
C  0.079866  -0.767028  -0.973535  -0.02
H  1.777840  0.091680  -1.806904  0.25
H  -1.609560  2.744933  3.253309  0.17
H  0.881410  -1.315294  -2.585170  0.26
H  -0.232415  3.137179  2.234047  0.20
H  -2.312392  1.216461  1.635347  0.18
H  -1.295279  -0.544328  0.352754  0.45
H  0.292289  0.278703  -2.842775  0.18

Forces on atoms 1 to 6 (eV/Å):
-0.728 -0.208 -0.646
0.820 0.108 -1.743
0.829 -1.178 -2.198
-1.519 0.237 0.806
-0.532 -1.453 0.479
-1.403 -0.287 1.590


The molecule C4H10N2O, computed with ωB97M-V/def2-TZVPD.

Values from the calculation:
* SMILES: [H]/N=C(/OC)N(C)C
* energy relative to the best compared isomer or geometry (same formula, charge and spin): 156.2 kJ/mol
* LUMO energy: 0.92 eV
* 2S+1: 1

Each line ends with the natural charge from an NBO analysis.
Atoms and positions in Å:
O  -0.769293  -0.656455  -1.070816  -0.52
N  0.300595  0.807891  0.263667  -0.45
N  0.962025  -1.486125  0.177578  -0.81
C  0.222014  -0.504300  -0.165854  0.71
C  1.180080  1.070613  1.381627  -0.41
C  -0.932820  -1.950832  -1.645357  -0.26
C  -0.816253  1.724704  0.102978  -0.40
H  -1.566673  1.616669  0.901788  0.18
H  -0.652204  -1.903706  -2.701048  0.18
H  -0.430682  2.749677  0.129250  0.20
H  1.220288  2.148622  1.553544  0.21
H  -1.299393  1.557708  -0.858601  0.23
H  0.843908  0.581936  2.309753  0.19
H  2.197893  0.734516  1.157593  0.21
H  1.635423  -1.232478  0.889336  0.35
H  -1.988090  -2.218071  -1.557217  0.18
H  -0.307064  -2.676225  -1.126657  0.23

Forces on atoms 1 to 6 (eV/Å):
0.063 0.115 0.092
0.022 -0.237 -0.009
-0.061 0.225 0.020
0.092 0.059 0.108
0.133 0.045 0.080
-0.036 -0.222 -0.098


A cluster of 10 separate species, C23H65F6N5O12S2 in total, computed with ωB97M-V/def2-TZVPD.

Values from the calculation:
* LUMO energy: -0.18 eV
* 2S+1: 1

Each line ends with the Löwdin charge.
Atoms and positions in Å:
S  0.608665  0.307634  -0.115498  0.58
S  1.058572  -2.261858  0.031144  0.62
F  -0.042952  -3.479978  -2.007334  0.17
F  -0.206188  2.716826  0.496602  0.17
F  0.570876  -4.771022  -0.383744  0.14
F  -1.767585  1.394087  -0.205203  0.13
F  -0.974178  1.150510  1.798673  0.08
F  -1.230854  -3.571591  -0.197420  0.12
O  3.076023  -9.772870  -2.320852  -0.06
O  -4.113595  5.731697  2.173862  -0.18
O  2.021583  -1.975077  -0.963461  -0.25
O  1.977066  5.410519  -4.032868  -0.06
O  6.085317  -0.169069  0.924438  -0.17
O  0.628543  0.612959  -1.510925  -0.27
O  -0.797276  -0.924072  -3.734539  -0.07
O  -1.305228  0.462271  4.598286  -0.05
O  1.106211  -2.111120  4.109996  -0.06
O  -4.517953  -1.899322  -1.075262  -0.17
O  1.499961  -2.735769  1.308752  -0.28
O  1.799157  0.532448  0.651264  -0.27
N  -1.448124  -1.646546  2.647135  0.24
N  -2.947335  3.309369  3.355927  0.05
N  -0.081690  -1.091648  0.247335  -0.31
N  -3.845968  -0.200148  2.080831  0.03
N  6.050415  3.081097  2.750283  0.03
C  -5.005648  6.288008  3.095843  -0.12
C  0.011131  -3.600534  -0.705844  -0.67
C  -0.223835  -1.576014  -4.878637  -0.48
C  6.226403  2.207351  1.561493  -0.46
C  -0.210007  -0.581212  -6.040452  -0.06
C  -2.583180  4.681043  3.764275  -0.45
C  1.494082  5.525263  -1.634244  -0.06
C  0.613460  3.620853  -3.075871  -0.06
C  1.845849  -8.005021  -1.415860  -0.07
C  -4.733176  -0.672253  0.957613  -0.40
C  -3.895965  -2.050295  -2.343078  -0.09
C  6.214732  0.750211  1.971868  -0.24
C  -1.121225  4.701729  4.195165  -0.06
C  -0.649049  1.484530  0.516553  -0.67
C  0.991627  5.108569  -3.021902  -0.48
C  7.488609  2.576783  0.796254  -0.06
C  -5.831050  0.305784  0.627328  -0.06
C  4.819139  -0.135964  0.294892  -0.10
C  -1.099008  -2.775504  -5.190108  -0.06
C  -2.783823  5.669302  2.633360  -0.22
C  1.750347  -9.221522  -2.278943  -0.50
C  -3.837827  -1.011518  -0.224229  -0.22
C  0.749869  -10.230131  -1.702932  -0.06
H  -5.193864  -1.602638  1.306498  0.14
H  -5.426306  1.214728  0.175381  0.08
H  7.576120  3.652444  0.651339  0.07
H  -6.471463  -0.183280  -0.116864  0.09
H  -5.942521  6.482140  2.575369  0.09
H  -2.161830  5.337591  1.798980  0.13
H  0.491458  -11.018577  -2.409131  0.08
H  2.608369  4.683132  -4.034945  0.08
H  -3.712018  0.803101  1.933637  0.07
H  1.178396  -10.687805  -0.805272  0.08
H  -0.942616  5.672299  4.684346  0.08
H  -2.437296  -1.383494  2.422796  0.08
H  0.623108  5.638139  -0.982694  0.07
H  -3.732732  3.365626  2.700355  0.07
H  2.233165  -8.325080  -0.444128  0.09
H  7.181338  0.538685  2.454665  0.13
H  -2.204565  2.981471  2.735871  0.04
H  -0.407135  0.812053  4.598374  0.05
H  -1.220749  -0.411709  -6.406941  0.08
H  -4.656398  7.253818  3.484043  0.09
H  5.190218  2.766908  3.211119  0.06
H  -6.483086  0.559985  1.460925  0.08
H  5.501152  0.540426  2.791506  0.12
H  -0.445949  4.755912  3.335845  0.08
H  4.858596  -0.758456  -0.595880  0.09
H  0.111221  5.713372  -3.250126  0.13
H  -3.574861  -0.082310  -0.756251  0.12
H  -0.851787  3.928563  4.905639  0.07
H  -1.330332  -2.656965  2.623839  0.13
H  1.245842  -2.411807  3.198526  -0.01
H  4.113455  -0.575683  1.005976  0.08
H  1.473064  3.013759  -2.781873  0.08
H  -2.839944  -2.334545  -2.246911  0.07
H  -4.389848  -2.870242  -2.864897  0.09
H  -0.105069  -0.758667  -3.083205  0.05
H  0.799891  -1.904763  -4.671488  0.14
H  -0.255509  3.438884  -2.444552  0.07
H  0.329001  0.323636  -5.765052  0.07
H  -3.198684  4.947372  4.623431  0.13
H  5.381712  2.333472  0.867270  0.12
H  -0.944631  -1.308935  1.777902  0.05
H  -1.115737  -3.448932  -4.331145  0.06
H  2.647350  -7.368987  -1.811022  0.09
H  4.477593  0.844882  -0.032897  0.07
H  8.369409  2.257732  1.361391  0.08
H  -5.208838  5.604508  3.925256  0.08
H  -1.140106  -1.191260  3.508516  0.07
H  5.731692  3.982465  2.389413  0.07
H  2.197735  4.814530  -1.203002  0.07
H  0.977563  -7.365702  -1.284958  0.07
H  -4.431633  -0.191993  2.918160  0.09
H  -1.741215  0.908366  5.331485  0.06
H  -0.142220  -9.695534  -1.375899  0.08
H  3.027718  -10.727232  -2.224219  0.08
H  -2.458114  6.676944  2.930167  0.13
H  7.483786  2.057661  -0.162163  0.08
H  -2.917432  -1.464751  0.167295  0.10
H  -3.976861  -1.150553  -2.961554  0.09
H  1.470430  -9.006533  -3.315009  0.13
H  1.543310  -1.253963  4.141434  0.04
H  -0.773545  -3.369753  -6.045535  0.08
H  0.361240  -0.986244  -6.889091  0.08
H  1.964365  6.503967  -1.733422  0.08
H  -2.111280  -2.418022  -5.394096  0.08
H  0.362960  3.347003  -4.102437  0.08

Forces on atoms 1 to 6 (eV/Å):
0.266 0.538 -0.257
-1.338 0.339 0.696
-0.132 0.026 -0.407
0.204 0.404 -0.018
-0.150 0.093 -0.161
0.070 0.232 0.060


A structure of composition C35H46F10N3O5PTc, computed with ωB97M-V/def2-TZVPD.

Values from the calculation:
* ⟨S²⟩: 3.78
* energy relative to the best compared isomer or geometry (same formula, charge and spin): 256.6 kJ/mol
* LUMO energy (alpha / beta): -0.05 / -1.17 eV
* 2S+1: 4

Each line ends with the Löwdin charge.
Atoms and positions in Å:
Tc  -0.643783  -0.577769  0.498531  1.71
P  1.294732  1.730070  -0.843768  0.30
F  4.546166  -4.389098  2.338581  0.13
F  -1.364493  -3.058359  4.465797  0.08
F  -0.690205  -6.058919  0.032674  0.13
F  2.462931  -0.796983  4.438102  0.09
F  0.939681  -2.308960  0.190541  0.01
F  2.796946  -4.174087  0.231573  0.14
F  4.269158  -2.641074  4.399945  0.13
F  -0.334731  -7.137589  2.522240  0.14
F  -1.405621  -3.581526  -0.270074  0.08
F  -0.737245  -5.534779  4.679673  0.13
O  0.872077  0.257923  -0.570462  -0.41
O  2.881552  1.792845  -0.784053  -0.17
O  0.613864  2.755998  -0.038579  -0.25
O  -1.747540  -1.284493  -1.274106  -0.35
O  1.087753  1.986830  -2.399137  -0.16
N  -1.812632  1.307259  2.411327  -0.24
N  -1.792906  -1.747607  1.826834  -0.11
N  0.604842  -0.416357  2.132528  -0.12
C  -2.304402  -1.092096  3.044301  -0.22
C  -0.858201  -5.313852  1.124703  -0.15
C  -3.173884  -1.452967  -1.322756  -0.17
C  -0.551781  1.582270  3.078168  -0.18
C  -2.960079  2.788458  -1.693475  -0.60
C  0.375802  0.427620  3.310589  -0.22
C  2.499130  0.170154  -3.345341  -0.02
C  -4.475114  2.540533  -1.684269  -0.05
C  -2.178134  -2.291385  -3.355237  -0.12
C  1.781669  -2.344865  1.273685  -0.16
C  1.887431  1.552770  -3.541771  -0.60
C  -3.349492  -2.537241  -2.368386  -0.13
C  -1.249763  -1.313134  -2.622802  -0.15
C  -2.294691  1.744801  -0.876065  -0.07
C  3.112409  1.888459  1.674396  -0.02
C  2.963897  2.595201  -3.807664  -0.02
C  -0.902239  -5.049352  3.450854  -0.15
C  2.484149  -1.569508  3.339324  -0.13
C  -1.229517  -3.996155  0.991138  -0.17
C  3.787890  1.600013  0.336594  -0.60
C  4.919382  2.578352  0.092101  -0.03
C  2.729000  -3.338983  1.264823  -0.16
C  -1.749643  0.935951  -0.153681  -0.13
C  -1.445032  -3.091400  2.047182  -0.16
C  4.295619  0.169282  0.266715  -0.01
C  -0.689279  -5.867741  2.371145  -0.16
C  3.602619  -3.452585  2.317800  -0.15
C  -2.432611  2.716892  -3.132506  -0.04
C  -2.654498  4.183999  -1.126983  -0.04
C  -2.479751  2.587358  2.211936  -0.09
C  0.902380  1.521648  -4.698962  -0.03
C  -1.256915  -3.717912  3.298630  -0.13
C  -2.769348  0.336784  2.911683  -0.19
C  3.456067  -2.556649  3.352092  -0.15
C  1.587865  -1.384533  2.265252  -0.18
H  0.040484  -0.178004  4.151744  0.11
H  4.831132  0.002627  -0.672229  0.09
H  -1.345003  2.780500  -3.142929  0.07
H  -3.397357  2.450302  1.641065  0.08
H  -1.822656  3.258080  1.661067  0.09
H  -0.211731  -1.624129  -2.587092  0.11
H  -3.145946  0.627998  3.906728  0.13
H  -2.845328  3.542624  -3.721588  0.09
H  0.094518  0.814031  -4.493631  0.07
H  3.455501  -0.522768  0.312339  0.07
H  -3.092987  4.315190  -0.136053  0.07
H  -2.732453  3.044643  3.181812  0.10
H  4.541230  3.602673  0.113493  0.09
H  -0.040487  2.299993  2.431572  0.11
H  1.416582  1.214582  -5.612783  0.09
H  4.974429  -0.039252  1.098534  0.10
H  1.312535  0.888576  3.618184  0.11
H  -1.308617  -0.302962  -3.033045  0.11
H  -3.179878  -1.649646  3.387578  0.13
H  3.462261  2.369244  -4.753495  0.09
H  -2.521605  -1.855399  -4.292457  0.11
H  1.721283  -0.558899  -3.123225  0.07
H  3.704406  2.609514  -3.008587  0.07
H  -4.715438  1.585262  -2.158653  0.07
H  -1.573543  4.334936  -1.056515  0.09
H  -4.325770  -2.479762  -2.847365  0.12
H  -2.727301  1.774651  -3.606096  0.08
H  -4.864262  2.526949  -0.662177  0.08
H  -3.250824  -3.514998  -1.902774  0.10
H  2.205987  1.288149  1.777667  0.05
H  0.466419  2.511687  -4.856692  0.09
H  3.796711  1.642370  2.489129  0.10
H  -3.620658  -0.506098  -1.635621  0.11
H  5.376509  2.394943  -0.883456  0.09
H  2.508628  3.585908  -3.878516  0.09
H  -0.709878  2.063101  4.057406  0.13
H  -3.620076  0.371880  2.223030  0.12
H  -4.984584  3.335372  -2.238941  0.09
H  -3.075416  4.946387  -1.790116  0.09
H  -3.517344  -1.704534  -0.323622  0.12
H  3.010042  -0.127569  -4.262847  0.09
H  -1.580898  -1.139344  3.849103  0.08
H  -1.661772  -3.221348  -3.585539  0.11
H  5.684332  2.464711  0.864544  0.09
H  3.219630  0.163449  -2.526719  0.07
H  2.827752  2.940914  1.746395  0.10

Forces on atoms 1 to 6 (eV/Å):
-0.405 0.708 0.231
-0.090 0.202 -0.124
0.113 -0.120 0.012
0.064 -0.094 0.180
0.016 -0.053 -0.093
0.023 0.091 0.082


Number 1: E_tot -1137.20345 Ha, strongest force on any atom 4.0 eV Å⁻¹. Number 2: E_tot -343.14197 Ha, strongest force on any atom 0.2 eV Å⁻¹. Number 3: E_tot -3487.47149 Ha, strongest force on any atom 1.5 eV Å⁻¹. Number 4: E_tot -3322.51879 Ha, strongest force on any atom 0.8 eV Å⁻¹.